1.
Density functional theory data (ωB97M-V with the def2-TZVPD basis set) for a cluster of 3 separate species, C28H61N4O8 in total.

Element x y z (Å)
C: -0.589 1.071 -0.801
C: -0.633 0.041 -2.077
C: -2.116 -0.187 -2.736
C: -3.187 1.028 -2.481
C: -4.043 0.654 -1.134
C: -4.897 1.898 -0.486
C: -3.998 3.190 -0.026
C: -4.852 4.541 0.335
C: -5.889 5.043 -0.831
C: -5.437 6.403 -1.628
N: -4.123 6.160 -2.336
C: -3.843 4.845 -3.063
N: -2.441 4.871 -3.635
C: -2.018 6.259 -3.186
N: -0.803 6.858 -3.408
O: 0.250 6.260 -4.052
C: 1.303 6.250 -2.983
C: 1.988 4.778 -2.754
O: 3.410 4.881 -3.146
C: 3.692 4.125 -4.378
C: 3.656 2.495 -4.199
N: -3.047 7.060 -2.415
H: -0.965 0.537 0.197
H: 0.566 1.297 -0.599
H: -1.091 2.113 -0.984
H: -0.289 -1.022 -1.657
H: 0.159 0.302 -2.927
H: -2.614 -1.180 -2.351
H: -1.970 -0.302 -3.914
H: -3.934 1.014 -3.406
H: -2.681 2.083 -2.475
H: -4.852 -0.157 -1.471
H: -3.370 0.092 -0.333
H: -5.411 1.467 0.499
H: -5.772 2.136 -1.225
H: -3.448 2.867 0.983
H: -3.108 3.400 -0.792
H: -4.093 5.414 0.629
H: -5.490 4.310 1.299
H: -6.911 5.310 -0.274
H: -6.163 4.241 -1.637
H: -6.290 6.844 -2.337
H: -5.241 7.243 -0.808
H: -4.557 3.914 -3.145
H: -0.607 7.850 -3.080
H: 2.052 7.116 -3.229
H: 0.775 6.533 -1.951
H: 1.994 4.574 -1.578
H: 1.413 3.880 -3.238
H: 2.977 4.547 -5.210
H: 4.799 4.404 -4.700
H: 4.718 2.055 -4.418
H: 3.314 2.166 -3.119
H: 2.910 2.028 -4.990
H: -3.019 8.033 -2.020
C: -1.936 -7.182 -2.013
O: -0.975 -6.588 -1.155
C: -0.252 -7.559 -0.399
C: 1.061 -6.964 0.118
O: 2.093 -6.944 -0.877
C: 1.952 -5.946 -1.897
C: 2.273 -4.535 -1.396
O: 1.152 -3.989 -0.699
C: 1.519 -2.912 0.148
H: -2.667 -7.754 -1.433
H: -2.454 -6.388 -2.553
H: -1.442 -7.831 -2.744
H: -0.037 -8.439 -1.015
H: -0.880 -7.854 0.449
H: 1.438 -7.620 0.911
H: 0.918 -5.980 0.561
H: 0.969 -6.000 -2.370
H: 2.689 -6.208 -2.663
H: 2.482 -3.880 -2.249
H: 3.150 -4.569 -0.740
H: 2.217 -3.256 0.919
H: 0.618 -2.541 0.642
H: 1.966 -2.100 -0.434
C: 3.802 -1.513 8.878
O: 3.463 -1.625 7.504
C: 4.421 -0.987 6.659
C: 4.315 -1.527 5.230
O: 4.977 -2.787 5.060
C: 4.305 -3.923 5.621
C: 3.079 -4.348 4.809
O: 1.960 -3.520 5.130
C: 0.956 -3.562 4.129
H: 3.851 -0.463 9.177
H: 3.029 -2.014 9.464
H: 4.759 -2.009 9.074
H: 5.435 -1.154 7.038
H: 4.203 0.086 6.663
H: 4.843 -0.832 4.567
H: 3.283 -1.572 4.884
H: 4.065 -3.759 6.674
H: 5.034 -4.739 5.584
H: 2.809 -5.379 5.063
H: 3.306 -4.284 3.740
H: 1.351 -3.183 3.180
H: 0.133 -2.914 4.440
H: 0.580 -4.582 4.003

Output
Electronic energy: -52343.7272 eV
Orbital gap: 6.6 eV
Molecular weight: 581.8 u
HOMO energy: -10.3 eV
Charge: +1



2.
Density functional theory data (ωB97M-V with the def2-TZVPD basis set) for a structure of composition C28H62ClN2NbO23P.

Element x y z (Å)
C: -0.349 6.769 3.587
C: -1.590 6.780 2.671
C: -2.486 5.535 2.807
C: -2.541 4.641 1.563
N: -1.951 3.296 1.807
Nb: 0.117 3.059 1.663
Cl: -0.009 0.596 1.988
P: -0.327 2.620 -0.878
O: -1.261 3.645 -1.490
N: 2.254 3.041 1.454
C: 2.823 2.942 2.846
C: 2.698 4.182 0.808
C: 3.912 4.936 1.301
O: 2.140 4.599 -0.211
H: 0.553 7.071 3.069
H: -0.515 7.419 4.443
H: -0.199 5.773 3.990
H: -2.164 7.678 2.885
H: -1.242 6.878 1.648
H: -2.208 4.956 3.679
H: -3.495 5.913 2.954
H: -2.088 5.111 0.697
H: -3.587 4.480 1.304
H: -2.388 2.686 1.115
H: 0.235 3.220 3.492
H: 0.213 4.844 1.467
H: -0.984 1.359 -1.015
H: 0.891 2.529 -1.605
H: 2.718 3.867 3.399
H: 3.868 2.659 2.756
H: 2.299 2.192 3.421
H: 4.684 4.279 1.688
H: 3.658 5.616 2.109
H: 4.359 5.510 0.500
C: -0.642 -6.566 -0.811
O: -1.042 -5.223 -0.548
C: -0.054 -4.433 -0.113
O: 1.085 -4.782 0.067
O: -0.548 -3.226 0.090
C: 0.400 -2.248 0.566
H: -1.527 -7.098 -1.149
H: 0.113 -6.603 -1.595
H: -0.267 -7.039 0.096
H: 1.201 -2.111 -0.160
H: 0.812 -2.558 1.523
H: -0.131 -1.304 0.700
C: -0.266 -4.584 -7.022
O: 0.393 -4.948 -5.810
C: 0.507 -3.943 -4.935
O: 0.112 -2.823 -5.104
O: 1.130 -4.406 -3.858
C: 1.323 -3.436 -2.817
H: -0.293 -5.479 -7.637
H: -1.283 -4.251 -6.823
H: 0.286 -3.804 -7.542
H: 0.364 -3.066 -2.460
H: 1.939 -2.610 -3.169
H: 1.838 -3.944 -2.011
C: -6.731 -0.145 0.075
O: -6.622 0.751 -1.030
C: -5.585 1.591 -0.939
O: -4.792 1.631 -0.040
O: -5.569 2.370 -2.011
C: -4.478 3.316 -2.016
H: -7.602 -0.765 -0.118
H: -5.846 -0.774 0.149
H: -6.875 0.404 1.004
H: -3.514 2.813 -2.003
H: -4.552 3.986 -1.164
H: -4.577 3.886 -2.935
C: 4.357 8.920 1.729
O: 4.978 8.629 2.986
C: 5.011 9.646 3.834
O: 4.583 10.753 3.638
O: 5.608 9.235 4.955
C: 5.708 10.238 5.963
H: 4.398 8.011 1.137
H: 3.316 9.204 1.872
H: 4.895 9.707 1.206
H: 4.721 10.578 6.268
H: 6.301 11.080 5.611
H: 6.207 9.773 6.809
C: -3.828 -12.083 1.578
O: -3.830 -10.731 1.109
C: -3.349 -9.853 1.993
O: -2.939 -10.116 3.090
O: -3.405 -8.646 1.442
C: -2.917 -7.591 2.278
H: -4.239 -12.692 0.779
H: -2.814 -12.411 1.796
H: -4.452 -12.182 2.464
H: -1.868 -7.747 2.519
H: -3.506 -7.518 3.189
H: -3.017 -6.669 1.712
C: 6.483 4.912 -1.812
O: 7.661 5.702 -2.028
C: 7.625 6.898 -1.453
O: 6.719 7.338 -0.800
O: 8.768 7.530 -1.723
C: 8.855 8.837 -1.156
H: 6.645 3.973 -2.331
H: 6.341 4.719 -0.751
H: 5.606 5.407 -2.222
H: 8.796 8.791 -0.070
H: 8.067 9.479 -1.545
H: 9.823 9.234 -1.449
C: -4.376 -13.730 -5.470
O: -4.355 -12.456 -4.827
C: -4.836 -12.463 -3.584
O: -5.263 -13.425 -3.002
O: -4.759 -11.229 -3.103
C: -5.247 -11.089 -1.764
H: -3.962 -13.579 -6.462
H: -3.763 -14.446 -4.926
H: -5.396 -14.101 -5.555
H: -4.671 -11.703 -1.084
H: -6.302 -11.353 -1.714
H: -5.125 -10.047 -1.490

Output
Electronic energy: -103476.3705 eV
Orbital gap: 6.2 eV
Molecular weight: 954.1 u
HOMO energy: -4.6 eV
Charge: -1



3.
Density functional theory data (ωB97M-V with the def2-TZVPD basis set) for a cluster of 9 separate species, C28H62N8O10 in total.

Element x y z (Å)
C: -1.995 -1.151 4.206
C: -1.173 -0.122 4.977
C: -1.886 1.236 4.915
C: -1.995 1.818 3.581
N: -2.172 2.347 2.578
H: -1.538 -2.117 4.378
H: -2.014 -1.013 3.116
H: -3.053 -1.268 4.507
H: -0.128 -0.156 4.646
H: -1.147 -0.465 6.004
H: -1.402 2.003 5.506
H: -2.846 1.037 5.389
C: -2.121 0.037 -0.266
O: -1.274 -0.099 0.841
C: -0.154 0.616 0.858
O: 0.645 0.568 1.769
O: 0.127 1.419 -0.236
C: 1.475 1.839 -0.289
H: -2.724 0.960 -0.261
H: -2.740 -0.880 -0.414
H: -1.540 0.041 -1.209
H: 2.125 0.967 -0.294
H: 1.691 2.461 0.569
H: 1.550 2.293 -1.273
C: -4.415 -2.875 -0.191
O: -3.962 -3.940 0.194
N: -4.414 -2.425 -1.461
C: -5.126 -1.184 -1.893
C: -4.034 -3.389 -2.512
H: -4.660 -2.064 0.545
H: -4.322 -0.707 -2.432
H: -5.410 -0.649 -0.995
H: -6.034 -1.371 -2.500
H: -4.971 -3.868 -2.802
H: -3.607 -2.910 -3.392
H: -3.425 -4.181 -2.066
C: -0.715 -3.320 -0.418
O: -0.710 -3.330 -1.642
N: -0.865 -4.428 0.296
C: -0.934 -4.380 1.830
C: -1.061 -5.761 -0.437
H: -0.552 -2.379 0.119
H: -0.215 -5.106 2.172
H: -1.982 -4.660 2.010
H: -0.679 -3.354 2.155
H: -0.301 -6.420 -0.001
H: -2.076 -6.054 -0.261
H: -0.851 -5.603 -1.483
C: 2.717 -3.559 3.996
O: 1.515 -3.894 3.835
N: 3.332 -2.436 3.474
C: 2.509 -1.711 2.458
C: 4.746 -2.093 3.510
H: 3.345 -4.221 4.671
H: 3.104 -1.530 1.585
H: 2.224 -0.711 2.822
H: 1.620 -2.300 2.276
H: 5.171 -2.134 2.512
H: 4.812 -1.047 3.822
H: 5.202 -2.694 4.285
C: 0.619 0.385 -5.134
O: 0.068 0.585 -6.248
N: 0.514 -0.718 -4.356
C: 1.154 -0.880 -3.041
C: -0.339 -1.835 -4.767
H: 1.417 1.072 -4.795
H: 1.578 0.076 -2.700
H: 1.952 -1.587 -3.190
H: 0.368 -1.218 -2.361
H: -1.095 -1.497 -5.478
H: 0.259 -2.623 -5.263
H: -0.854 -2.293 -3.897
C: 5.439 0.253 -2.944
O: 4.929 -0.285 -3.917
N: 4.948 1.437 -2.507
C: 5.332 2.087 -1.279
C: 4.094 2.210 -3.425
H: 6.154 -0.312 -2.288
H: 5.505 3.144 -1.452
H: 6.263 1.632 -0.952
H: 4.557 1.893 -0.537
H: 4.530 3.213 -3.574
H: 4.075 1.705 -4.411
H: 3.087 2.389 -3.053
C: -3.442 2.217 -3.675
O: -2.791 1.280 -3.237
N: -3.416 3.455 -3.129
C: -4.354 4.506 -3.518
C: -2.378 3.801 -2.145
H: -4.159 2.083 -4.505
H: -5.208 4.544 -2.843
H: -4.796 4.321 -4.518
H: -3.792 5.444 -3.605
H: -1.926 4.768 -2.450
H: -2.852 3.820 -1.165
H: -1.595 3.042 -2.092
C: 1.168 2.951 3.959
O: 1.513 2.158 4.849
N: 2.006 3.884 3.453
C: 1.670 4.707 2.236
C: 3.292 4.152 4.131
H: 0.147 2.816 3.607
H: 0.905 4.270 1.593
H: 2.603 4.825 1.653
H: 1.437 5.753 2.501
H: 3.196 3.785 5.137
H: 4.044 3.672 3.525
H: 3.483 5.224 4.127

Output
Electronic energy: -62435.6647 eV
Orbital gap: 8.7 eV
Molecular weight: 670.9 u
HOMO energy: -8.5 eV
Structure (SMILES): COC(=O)OC.CN(C)C=O.CN(C)C=O.CN(C)C=O.CN(C)C=O.CN(C)C=O.CN(C)C=O.CN(C)C=O.CCCC#N
Charge: 0



4.
Density functional theory data (ωB97M-V with the def2-TZVPD basis set) for a cluster of 7 separate species, C28H64BFN6O12 in total.

Element x y z (Å)
C: 2.013 -2.417 -1.837
C: 3.401 -1.969 -1.379
O: 3.367 -0.589 -1.026
C: 3.726 -0.325 0.309
C: 3.568 1.174 0.584
O: 2.681 1.826 -0.328
C: 1.386 2.137 0.059
O: 1.230 3.373 0.747
C: 2.342 4.005 1.362
C: 2.432 3.743 2.862
C: 0.586 1.074 0.851
F: 0.714 -0.127 0.140
O: 1.145 0.940 2.120
C: 0.760 -0.216 2.860
C: 1.655 -0.288 4.081
B: -0.983 1.480 0.893
O: -1.690 1.514 -0.284
O: -1.605 1.804 2.067
H: 2.074 -3.240 -2.552
H: 1.544 -1.567 -2.340
H: 1.390 -2.702 -0.985
H: 4.087 -2.083 -2.229
H: 3.725 -2.579 -0.528
H: 3.098 -0.921 0.989
H: 4.790 -0.566 0.468
H: 3.271 1.327 1.618
H: 4.546 1.652 0.452
H: 0.846 2.272 -0.889
H: 2.175 5.077 1.210
H: 3.270 3.751 0.840
H: 2.974 2.826 3.105
H: 1.419 3.677 3.267
H: 2.951 4.577 3.345
H: 0.879 -1.120 2.254
H: -0.296 -0.134 3.157
H: 1.659 0.668 4.612
H: 2.684 -0.516 3.780
H: 1.321 -1.085 4.751
H: -1.170 1.194 -1.034
H: -2.458 1.341 2.175
C: 7.507 1.112 -1.663
O: 7.035 1.306 -0.557
N: 6.819 1.215 -2.816
C: 7.427 0.966 -4.103
C: 5.412 1.582 -2.743
H: 8.564 0.829 -1.814
H: 7.374 1.853 -4.738
H: 6.927 0.142 -4.617
H: 8.475 0.702 -3.964
H: 5.305 2.560 -2.270
H: 4.866 0.856 -2.140
H: 4.991 1.615 -3.745
C: -0.604 -4.741 -4.182
O: 0.494 -4.224 -4.107
N: -1.122 -5.551 -3.233
C: -2.431 -6.154 -3.360
C: -0.323 -5.815 -2.048
H: -1.281 -4.582 -5.038
H: -3.087 -5.841 -2.544
H: -2.358 -7.243 -3.353
H: -2.881 -5.843 -4.302
H: -0.095 -4.888 -1.521
H: 0.623 -6.285 -2.320
H: -0.881 -6.478 -1.390
C: 2.581 -3.739 2.825
O: 1.965 -3.350 1.850
N: 2.009 -4.050 4.006
C: 2.782 -4.490 5.147
C: 0.565 -3.936 4.120
H: 3.677 -3.869 2.823
H: 2.479 -5.492 5.461
H: 2.655 -3.809 5.991
H: 3.837 -4.516 4.879
H: 0.070 -4.588 3.399
H: 0.240 -2.915 3.921
H: 0.267 -4.220 5.127
C: -6.400 -0.730 -1.966
O: -6.464 -1.930 -1.751
N: -5.344 0.046 -1.676
C: -5.327 1.479 -1.927
C: -4.150 -0.550 -1.091
H: -7.236 -0.168 -2.418
H: -4.490 1.755 -2.570
H: -5.205 2.018 -0.983
H: -6.268 1.778 -2.386
H: -3.733 -1.298 -1.765
H: -4.378 -1.033 -0.141
H: -3.438 0.255 -0.932
C: -5.257 1.342 3.480
O: -4.294 1.081 2.776
N: -6.513 0.938 3.232
C: -7.615 1.282 4.105
C: -6.768 0.128 2.050
H: -5.164 1.940 4.401
H: -8.084 0.383 4.510
H: -8.373 1.855 3.567
H: -7.248 1.885 4.933
H: -6.195 -0.798 2.086
H: -6.479 0.666 1.149
H: -7.828 -0.109 2.004
C: -2.697 4.166 -3.419
O: -2.743 2.964 -3.215
N: -1.710 4.977 -2.996
C: -1.703 6.395 -3.280
C: -0.627 4.404 -2.214
H: -3.485 4.699 -3.978
H: -0.814 6.673 -3.851
H: -1.718 6.977 -2.356
H: -2.585 6.651 -3.865
H: -0.110 3.630 -2.784
H: -1.020 3.955 -1.303
H: 0.076 5.191 -1.951

Output
Electronic energy: -66980.1458 eV
Orbital gap: 9.2 eV
Molecular weight: 706.7 u
HOMO energy: -8.6 eV
Structure (SMILES): CCOCCO[C@H](OCC)[C@@](F)(OCC)B(O)O.CN(C)C=O.CN(C)C=O.CN(C)C=O.CN(C)C=O.CN(C)C=O.CN(C)C=O
Charge: 0